(1)
Here is the molecule C17H16N2O2S from OMol25. Energies are from wB97M-V/def2-TZVPD.

Summary:
Multiplicity: 1
Energy above the lowest of the compared OMol25 structures with the same formula, charge and spin in eV: 0.7051

```
38
Properties=species:S:1:pos:R:3:forces:R:3
C -1.7510 1.6374 -3.2474 -0.045 -0.017 -0.067
C -1.2027 2.6564 -2.2918 0.126 -0.024 0.096
C -1.6977 3.9552 -2.3352 0.005 0.033 0.056
C -1.2031 4.9471 -1.5087 -0.015 -0.009 -0.027
C -0.1710 4.6646 -0.6290 0.030 0.006 0.039
C 0.3421 3.3846 -0.5763 -0.010 -0.105 -0.013
C -0.1807 2.3729 -1.3802 -0.012 0.468 -0.048
C 0.4294 1.0292 -1.2136 -0.081 -0.150 0.004
O 1.6328 0.8556 -1.1350 0.180 0.137 0.009
N -0.4784 0.0079 -1.0959 0.101 0.197 -0.042
C -0.2267 -1.3228 -0.7984 -0.068 -0.365 -0.173
N 1.0491 -1.7193 -0.7981 0.190 0.590 -0.117
C 1.4561 -2.9945 -0.2885 0.079 -0.598 -0.075
C 1.5755 -3.0843 1.2411 -0.055 0.183 -0.370
O 2.1079 -4.0314 1.7584 -0.030 -0.075 -0.026
C 0.9169 -1.9858 1.9965 -0.083 0.132 0.576
C -0.1721 -2.2976 2.8041 0.157 0.033 -0.083
C -0.8520 -1.2930 3.4674 -0.034 -0.016 0.073
C -0.4391 0.0234 3.3459 -0.047 0.014 0.026
C 0.6667 0.3324 2.5717 0.041 0.106 -0.023
C 1.3442 -0.6655 1.8944 0.010 -0.180 0.077
H 2.2163 -0.4169 1.3077 0.042 0.051 -0.093
H 1.0018 1.3559 2.4887 0.042 0.092 0.014
H -0.9741 0.8081 3.8600 -0.043 0.060 0.042
H -1.7066 -1.5388 4.0794 -0.080 -0.016 0.050
H -0.4918 -3.3252 2.8855 -0.039 -0.100 0.004
H 0.6946 -3.7363 -0.5640 0.215 0.072 0.027
H 2.4044 -3.2896 -0.7414 -0.061 0.021 0.060
H 1.7423 -0.9811 -0.9219 -0.201 -0.148 -0.011
S -1.5226 -2.2998 -0.5104 -0.401 -0.266 0.068
H -1.4639 0.2369 -1.1093 0.182 -0.094 0.079
H 1.1541 3.1421 0.0926 0.086 -0.010 0.055
H 0.2340 5.4378 0.0055 0.036 0.062 0.062
H -1.6127 5.9446 -1.5622 -0.036 0.086 -0.010
H -2.4839 4.1895 -3.0383 -0.062 0.019 -0.091
H -1.0226 0.8636 -3.4760 -0.051 -0.059 -0.071
H -2.6452 1.1632 -2.8397 -0.047 -0.113 -0.036
H -2.0399 2.1233 -4.1771 -0.024 -0.015 -0.039
```
Positions in Å, forces in eV/Å.


(2)
Here is the ion C5H8N with charge +1 in a non-equilibrium geometry from OMol25. Energies are from wB97M-V/def2-TZVPD.

Summary:
Multiplicity: 1
Energy above the lowest of the compared OMol25 structures with the same formula, charge and spin in eV: 4.6609
Charge: +1

```
14
Properties=species:S:1:pos:R:3:forces:R:3
C 2.1386 0.0132 0.5529 0.689 -1.114 -0.229
C 1.8679 -0.9084 -0.4027 -1.826 4.765 2.782
C -0.0634 1.1776 -0.3853 -1.435 0.332 0.105
C 0.9947 0.2021 -0.2226 1.613 0.464 0.292
C -1.7755 -0.7203 -0.0057 3.482 0.646 -3.374
N -0.8999 0.3420 0.4664 0.731 1.687 1.572
H 2.8786 0.3176 1.3272 -0.919 -0.168 -0.745
H 2.0977 -1.7390 -0.9047 0.856 -3.058 -1.914
H 0.0426 2.2282 0.0003 0.500 -1.265 -0.160
H -0.6379 1.2445 -1.2605 0.249 0.125 -2.037
H -1.1793 -1.5714 0.2487 -0.458 -1.389 -0.344
H -2.7041 -0.7799 0.3995 -2.632 0.270 1.411
H -1.8629 -0.6156 -1.1746 0.098 -0.314 2.245
H -0.8971 0.8093 1.3610 -0.949 -0.981 0.398
```
Positions in Å, forces in eV/Å.


no.,HOMO-LUMO gap (eV)
1,8.7520
2,9.5702